No. 1
The following is a DFT calculation (ωB97M-V/def2-TZVPD) of a structure of composition C39H42AuClN3O5SbTe.

The geometry in XYZ format:
```
93
Properties=species:S:1:pos:R:3:forces:R:3:mulliken_spin:R:1
Au -0.495006 1.898285 1.236073 0.000 -0.078 0.060 0.359
Te 0.349618 -1.061069 -0.460903 0.002 -0.016 0.007 0.647
Sb -2.883531 2.783309 0.472203 -0.006 -0.014 -0.034 0.256
Cl 5.271632 0.728270 2.889434 -0.025 -0.031 -0.003 0.001
O 0.249355 3.872052 1.025209 0.109 0.159 -0.014 0.105
O -0.809685 -2.336218 1.506144 -0.007 0.125 -0.028 0.146
O 2.140242 5.016823 0.707571 -0.089 0.203 -0.051 0.005
O 5.556072 3.859182 2.969674 0.176 -0.212 -0.067 0.000
O 4.794227 4.790336 1.104409 0.184 -0.008 0.290 0.001
N 1.714381 1.757667 1.951011 0.008 -0.025 -0.072 0.066
N -0.995304 -0.121481 1.115360 -0.079 0.070 0.002 0.629
N 2.668305 0.896745 2.349890 -0.022 -0.023 -0.087 -0.003
C -2.169393 0.108957 3.799122 -0.015 0.006 0.009 0.021
C -1.212956 -1.196485 1.858630 0.107 -0.195 -0.056 0.067
C 3.157680 -1.062654 -1.847697 0.008 0.006 -0.016 -0.055
C -1.613991 0.959280 -3.768649 0.015 -0.018 -0.013 0.004
C 3.938484 -2.729418 -3.440492 0.002 0.007 0.007 0.005
C -2.852561 0.345134 -3.884867 -0.012 0.007 -0.014 0.003
C -2.774230 -2.203661 3.493866 0.004 0.003 -0.002 0.008
C 2.915466 -1.516485 2.068403 -0.034 0.004 0.020 0.001
C -3.837148 0.770360 -4.936839 -0.001 0.007 0.004 -0.001
C -2.840707 3.642477 -1.459622 -0.004 0.017 0.011 0.028
C 4.138166 -1.576485 -2.692013 -0.009 -0.013 -0.010 0.021
C 3.461197 0.217061 -1.111000 0.002 -0.014 0.018 0.055
C 2.718141 -3.388991 -3.333883 -0.008 -0.003 0.001 0.019
C -2.279864 -1.106918 -2.018828 0.050 0.023 -0.034 -0.131
C -2.970752 0.168728 4.928241 0.000 -0.003 0.009 -0.012
C -3.682936 -0.952467 5.334066 0.000 0.002 -0.002 0.005
C -4.343072 1.261741 0.295482 -0.003 0.005 0.031 0.025
C 5.028578 -3.255866 -4.330210 0.000 0.001 0.002 0.001
C -3.167717 -0.679090 -2.997408 0.015 -0.006 0.003 -0.002
C -2.706511 -2.197701 -1.076752 -0.002 -0.012 0.006 0.062
C -3.584539 -2.136741 4.616218 0.005 0.003 0.001 -0.001
C 1.705407 -2.925561 -2.504249 -0.020 -0.036 0.001 -0.118
C 0.629877 1.299734 -2.732423 0.002 0.002 0.001 0.090
C -1.026752 -0.477283 -1.948295 -0.081 -0.017 -0.003 0.198
C 0.407026 -3.680929 -2.401403 0.026 0.002 -0.029 0.091
C 2.592960 -2.805330 2.470123 0.000 0.009 -0.011 0.004
C -2.068370 -1.078060 3.077826 -0.015 0.036 0.022 0.048
C 3.684686 2.838699 2.002718 0.089 -0.074 0.041 -0.010
C -3.826671 4.273355 1.645112 0.019 -0.004 0.012 0.039
C 3.866850 1.523487 2.386605 -0.048 0.042 0.261 0.003
C 1.945249 -1.751152 -1.788659 -0.020 0.047 0.044 0.402
C 2.341163 -0.444234 2.735128 -0.025 0.040 -0.006 0.028
C 2.313274 2.916194 1.719019 0.091 0.008 -0.125 0.008
C 1.526707 4.046080 1.113969 -0.069 -0.254 0.016 0.005
C 1.707071 -3.007886 3.518178 -0.007 -0.003 0.000 -0.006
C 1.455806 -0.632133 3.784332 0.006 -0.003 0.002 -0.011
C 1.138254 -1.924572 4.172429 -0.010 0.001 0.001 0.007
C -0.683564 0.571454 -2.807837 -0.030 -0.020 0.026 -0.113
C 4.758869 3.882394 2.076424 0.028 0.262 -0.064 0.000
H 5.393344 -2.477075 -5.000313 0.000 0.000 0.000 0.000
H -4.053777 3.872676 2.630629 0.001 0.000 -0.002 0.000
H -3.586711 -2.710938 -1.461028 0.017 0.007 -0.003 0.000
H 3.617116 -1.346218 1.263493 0.027 0.015 -0.035 -0.002
H 0.586600 2.223707 -3.306528 0.011 0.001 -0.001 0.001
H 1.456330 -4.014253 3.824568 0.000 0.000 0.001 0.000
H 5.085414 -1.052164 -2.765525 0.000 -0.001 -0.001 0.003
H -4.001354 0.546652 -0.450284 0.007 -0.022 -0.019 -0.008
H 0.446499 -2.082730 4.989202 -0.002 0.000 -0.001 0.000
H 1.441708 0.690922 -3.133674 0.005 -0.009 -0.006 -0.006
H 3.892386 4.935163 0.757749 -0.389 -0.026 -0.219 0.002
H 1.037405 0.226088 4.294849 -0.002 -0.002 0.000 -0.001
H 3.038749 -3.650223 1.962127 0.000 0.003 0.002 0.001
H -4.746200 4.585522 1.152819 0.000 -0.004 -0.003 0.008
H -4.309482 -0.904196 6.214769 0.000 0.000 0.000 0.000
H 0.456840 -4.609398 -2.966682 0.000 -0.002 -0.003 0.000
H -3.151614 5.120566 1.743630 -0.002 0.002 0.002 0.000
H -2.123229 4.460597 -1.462956 -0.001 0.003 -0.002 0.000
H 4.435492 0.156630 -0.623814 -0.001 -0.003 0.015 -0.002
H -5.292149 1.694886 -0.016412 0.001 0.005 0.005 0.007
H 4.680084 -4.091518 -4.933918 0.000 0.000 -0.001 0.000
H 0.887196 1.568238 -1.703338 0.007 0.010 0.009 -0.025
H 3.504264 1.057391 -1.806716 -0.004 0.001 0.010 0.009
H -1.925484 -2.941436 -0.916140 -0.012 0.015 0.019 -0.009
H -2.675231 -3.122829 2.932610 0.002 0.002 -0.002 0.001
H 0.176813 -3.939727 -1.364059 0.011 -0.010 -0.005 -0.014
H -4.462134 0.759623 1.254552 0.007 -0.001 -0.010 -0.001
H -4.777436 1.088902 -4.484015 0.000 -0.003 -0.001 0.001
H -3.033638 1.087057 5.497097 -0.001 0.001 0.003 0.001
H -1.356648 1.768136 -4.443489 0.004 -0.001 -0.004 0.001
H 5.877088 -3.598223 -3.735775 -0.001 -0.001 0.000 0.001
H 2.551647 -4.295093 -3.905065 0.001 -0.001 -0.001 0.005
H -4.134208 -1.166465 -3.071558 0.010 0.003 0.000 0.001
H -4.135991 -3.011141 4.934836 0.000 0.000 0.001 0.001
H -2.534278 2.881802 -2.175065 -0.002 0.000 0.004 -0.005
H 2.717629 0.460686 -0.351130 -0.014 0.012 0.041 0.036
H -1.600788 0.980547 3.498054 -0.008 -0.008 0.008 -0.001
H -2.959119 -1.785517 -0.098450 -0.014 0.007 0.030 -0.005
H -0.424677 -3.093161 -2.798693 0.028 -0.012 -0.009 -0.009
H -4.065637 -0.059008 -5.607398 0.001 0.000 -0.001 0.000
H -3.832282 4.013623 -1.714734 0.003 0.004 0.006 0.007
H -3.450022 1.593005 -5.535106 0.000 0.002 -0.001 0.000
```
Forces are in eV/Å.

Its spin multiplicity is 4. The calculation puts the energy at -85869.6561 eV. As for the relative energy (zero: lowest compared OMol25 entry of this formula, charge and spin): 0.0 kcal/mol. The expectation value of S² is 3.77. The charge is +1.


No. 2
The following is a DFT calculation (ωB97M-V/def2-TZVPD) of a cluster of 2 separate species, C3H8N2O in total at a distorted geometry.

The geometry in XYZ format:
```
14
Properties=species:S:1:pos:R:3:forces:R:3:nbo_charge:R:1
O 0.426506 -1.274518 1.669186 0.144 -0.769 0.640 -0.549
N 0.760423 0.557290 -1.679795 -0.241 0.151 -0.377 -0.656
N -0.627428 -1.536291 1.016650 -0.051 1.780 -1.288 -0.044
C 0.897002 0.906289 -0.477391 1.587 0.154 1.181 0.165
C -0.145655 1.660536 0.274521 -0.071 -0.553 0.373 -0.692
C -0.668910 -1.720436 -0.268162 -0.335 -0.837 0.415 -0.172
H -1.607963 -1.654467 -0.788063 -0.240 -0.246 0.154 0.197
H 1.582318 0.120960 -2.095011 0.035 -0.095 0.373 0.342
H -1.113776 1.535706 -0.198855 -0.140 0.297 -0.075 0.219
H 0.135921 2.704204 0.390842 -0.040 0.192 -0.311 0.234
H -1.519589 -1.282233 1.472983 0.249 -0.381 -0.034 0.358
H 1.819595 0.711475 0.176215 -0.901 0.119 -1.133 0.158
H -0.167725 1.273895 1.295614 -0.153 -0.102 -0.018 0.231
H 0.229281 -2.002409 -0.788735 0.156 0.290 0.099 0.209
```
Forces are in eV/Å.

The calculation puts the energy at -8265.1651 eV. As for the relative energy (zero: lowest compared OMol25 entry of this formula, charge and spin): 96.0 kcal/mol. Its SMILES is C=[NH+][O-].[H]/N=C/C.


No. 3
The following is a DFT calculation (ωB97M-V/def2-TZVPD) of a cluster of 2 separate species, C7H17N3O in total at a distorted geometry.

The geometry in XYZ format:
```
28
Properties=species:S:1:pos:R:3:forces:R:3:nbo_charge:R:1
O 2.549418 0.362654 1.490123 -2.140 2.085 -0.861 -0.676
N -0.199655 -0.062940 -0.201230 -3.898 -1.679 0.879 -0.444
N 1.578772 -1.706376 1.679900 -2.851 -1.882 0.361 -0.328
N 1.339099 -0.573398 1.656517 0.315 3.660 1.717 0.192
C -1.337762 0.747524 0.214653 0.026 -1.793 1.696 0.110
C 1.447080 -2.233684 -1.428756 0.450 0.467 -1.053 -0.632
C -0.924543 2.058789 0.998501 0.100 -1.874 -2.112 -0.628
C -2.229942 1.030903 -0.975753 -0.348 0.544 1.112 -0.611
C -2.059075 -0.241510 1.154089 -0.209 2.151 2.170 -0.596
C 0.737218 0.272163 -0.869837 2.947 2.268 -2.063 0.168
C 1.719730 -0.693117 -1.428131 1.134 -0.053 -2.102 -0.482
H -1.743414 1.830592 -1.468098 0.104 1.012 -1.118 0.200
H -3.215214 1.351138 -0.600769 0.302 0.063 -0.255 0.211
H -0.388258 2.585962 0.201991 0.149 0.617 0.622 0.200
H 2.054770 1.300815 1.357829 1.671 -3.271 0.512 0.469
H 2.660345 -0.399001 -1.026886 1.035 -0.122 0.943 0.233
H 0.970003 1.369956 -1.048315 0.016 -0.801 -0.281 0.122
H 2.368981 -2.133923 1.350039 3.480 -0.736 -0.717 0.343
H -0.288616 1.787741 1.838070 -0.060 0.180 0.058 0.218
H 2.284951 -2.975721 -1.229050 -0.643 1.428 -0.254 0.212
H -2.445209 -1.162570 0.778102 0.141 -0.534 -0.882 0.216
H -2.374400 0.209911 -1.649170 0.139 -0.608 -0.175 0.222
H -1.378206 -0.466162 2.024282 -0.790 0.162 -0.795 0.216
H 1.026888 -2.468223 -2.430030 0.209 -0.166 0.695 0.215
H 0.688024 -2.399355 -0.707480 -0.841 -0.409 0.685 0.232
H 1.917868 -0.309705 -2.472773 -0.482 -0.628 0.604 0.215
H -2.941334 0.337375 1.516919 0.363 -0.556 0.281 0.182
H -1.817520 2.580162 1.275264 -0.318 0.473 0.335 0.220
```
Forces are in eV/Å.

The calculation puts the energy at -14047.9941 eV. As for the relative energy (zero: lowest compared OMol25 entry of this formula, charge and spin): 95.1 kcal/mol. Its SMILES is CC/C=N/C(C)(C)C.[H]/N=N\O.


No. 4
The following is a DFT calculation (ωB97M-V/def2-TZVPD) of the molecule C4H2N2O at a distorted geometry.

The geometry in XYZ format:
```
9
Properties=species:S:1:pos:R:3:forces:R:3:nbo_charge:R:1
O 1.400148 -1.115176 -0.035109 -0.640 0.842 0.197 -0.249
N 0.074165 -1.433311 0.011736 -0.548 -0.036 -0.052 -0.056
N -3.212653 -0.323608 -0.046720 0.996 -0.004 0.151 -0.259
C -0.597742 -0.301760 0.033568 0.358 -0.102 -0.295 0.020
C 1.514963 0.235187 -0.028877 -0.501 -0.669 0.137 0.138
C 0.302884 0.827551 -0.013292 -0.408 -0.583 0.205 -0.326
C -2.059790 -0.335700 0.022149 0.142 0.127 -0.141 0.258
H 2.515688 0.571884 0.049183 0.599 0.443 -0.194 0.220
H 0.062340 1.874933 0.007360 0.001 -0.020 -0.008 0.255
```
Forces are in eV/Å.

The calculation puts the energy at -9205.7786 eV. As for the relative energy (zero: lowest compared OMol25 entry of this formula, charge and spin): 22.2 kcal/mol. Its SMILES is N#Cc1ccon1.